# C20H44Br2NO13P3

C20H44Br2NO13P3 as an isolated structure at a distorted geometry (the ωB97M-V functional and the def2-TZVPD basis, OMol25).

Values from the calculation:
Spin multiplicity: 1
ΔE to the lowest compared entry with this formula, charge and spin in kJ/mol: 0.0
Charge: 0
Energy in eV: -217512.91135
HOMO in eV: -8.971

CARTESIAN COORDINATES (ANGSTROEM)
C 0.46774 -1.43287 4.72590
C 0.97007 -2.66557 4.00159
O -0.12262 -3.57002 3.74441
C -0.21638 -4.59143 4.69450
C 0.60420 -5.85391 4.33788
O 1.37618 -5.67913 3.16921
C 1.69274 -6.91226 2.57088
C 2.05093 -6.78826 1.09485
Br 1.71516 -8.62973 0.43936
O 3.45369 -6.64128 0.91754
C 3.68447 -5.71411 -0.04973
O 4.57809 -5.70256 -0.80800
O 2.65949 -4.78890 0.06083
C 1.52818 -5.57895 0.23940
Br 1.18945 -6.30556 -1.63315
P -0.12175 -4.79430 0.54790
N -1.14742 -5.85170 1.08345
H 0.38910 -1.64321 5.79138
H -0.49772 -1.10373 4.35322
H 1.19064 -0.62891 4.58932
H 1.70708 -3.21221 4.59039
H 1.41293 -2.44200 3.03173
H -1.27063 -4.86423 4.76453
H 0.05357 -4.25365 5.69846
H -0.07169 -6.70868 4.27420
H 1.28343 -6.05990 5.17383
H 2.59755 -7.29418 3.06062
H 0.93720 -7.68190 2.69210
H -0.54527 -4.22264 -0.65641
H 0.05095 -3.77818 1.49490
H -1.44827 -5.55455 2.00428
O -1.65866 -0.35619 -0.18224
P -2.66529 0.51379 0.45522
O -1.94643 1.38410 1.60271
C -0.95548 2.35002 1.22653
C -1.57850 3.63476 0.71297
O -3.51560 -0.51297 1.39327
C -3.48360 -1.92100 1.15385
C -2.54737 -2.59889 2.12791
O -3.92803 1.48606 0.21956
C -4.77452 1.27666 -0.94035
C -5.77600 0.15970 -0.71846
H -0.27997 1.92040 0.48180
H -0.37239 2.55353 2.12377
H -2.09370 3.46662 -0.23412
H -0.81244 4.39397 0.55212
H -2.31553 4.01665 1.41907
H -3.20043 -2.14014 0.12391
H -4.50126 -2.29280 1.29462
H -1.55000 -2.16744 2.08148
H -2.48095 -3.66500 1.91615
H -2.90175 -2.46997 3.15166
H -4.15966 1.08005 -1.82100
H -5.29592 2.21726 -1.10785
H -5.29249 -0.81713 -0.75202
H -6.54118 0.17786 -1.49487
H -6.25047 0.25660 0.25684
O 3.49665 4.83027 -2.78252
P 2.24635 5.44241 -3.27211
O 1.26790 5.69254 -2.01643
C 1.64330 6.67020 -1.03674
C 1.31954 8.07642 -1.51005
O 1.48112 4.16126 -3.94338
C 2.19137 2.98041 -4.31825
C 2.00166 1.88991 -3.28525
O 1.53057 6.46764 -4.29416
C 2.20270 6.81899 -5.53141
C 2.02315 5.75602 -6.59795
H 2.70451 6.57438 -0.79164
H 1.07359 6.44333 -0.13643
H 1.94174 8.35761 -2.36141
H 1.49123 8.79838 -0.71089
H 0.28085 8.14139 -1.83194
H 3.24945 3.18993 -4.47475
H 1.77928 2.65501 -5.27655
H 2.30650 2.23117 -2.29616
H 2.58260 1.00408 -3.54590
H 0.94962 1.60842 -3.22146
H 3.26168 7.00556 -5.34153
H 1.75843 7.75642 -5.86104
H 2.63005 4.87572 -6.38469
H 2.32817 6.14149 -7.57112
H 0.98453 5.43307 -6.64809

Forces on the atoms, in the same order (eV/Å):
C 0.497 -0.062 0.080
C -0.601 -0.498 -0.230
O 0.311 0.248 0.224
C -0.419 -0.252 -0.074
C 0.318 0.177 0.784
O -0.644 0.042 -0.582
C 0.813 0.179 0.490
C 0.184 -0.622 0.100
Br -0.138 0.182 0.135
O 0.057 0.006 -0.191
C -0.081 0.000 0.789
O 0.309 0.400 0.059
O -0.166 0.216 -0.121
C -0.096 -0.794 -1.561
Br -0.303 0.291 -0.081
P -1.066 -0.265 1.577
N 0.088 -0.129 -0.262
H -0.144 0.112 0.080
H -0.045 -0.037 -0.159
H -0.022 0.128 0.119
H 0.270 0.183 -0.017
H 0.000 0.143 -0.035
H -0.055 -0.035 -0.131
H 0.160 0.188 -0.028
H 0.010 -0.069 -0.366
H 0.048 -0.143 -0.006
H 0.054 -0.222 -0.158
H -0.473 0.367 0.024
H 0.725 0.119 -0.178
H 0.546 0.313 -0.407
H 0.004 -0.259 0.134
O -0.487 1.397 -2.343
P -0.567 -1.861 5.374
O -0.243 0.112 -0.672
C 0.181 0.288 -0.055
C -0.148 -0.076 -0.099
O -0.112 0.253 -0.468
C 0.105 -0.251 0.225
C -0.081 0.111 0.114
O 1.213 0.068 -2.263
C -0.336 -0.044 -0.070
C 0.174 -0.197 0.077
H -0.026 -0.057 0.028
H -0.061 -0.120 0.064
H 0.051 0.050 -0.024
H 0.039 -0.039 -0.009
H 0.047 -0.002 0.066
H 0.096 0.098 -0.004
H -0.034 0.129 0.031
H 0.027 0.030 -0.138
H -0.044 -0.029 -0.009
H -0.019 -0.013 0.003
H 0.040 0.030 0.023
H 0.111 0.080 0.125
H -0.007 -0.004 0.005
H 0.013 0.070 -0.011
H -0.045 0.082 -0.014
O 1.412 2.534 -0.871
P -4.312 -4.498 0.744
O 0.507 0.491 -0.332
C -0.053 0.332 0.090
C 0.074 -0.004 -0.091
O 0.189 0.382 -0.205
C -0.051 -0.301 0.161
C -0.115 -0.007 0.107
O 2.456 1.164 0.374
C -0.074 -0.001 -0.336
C 0.089 -0.219 0.138
H -0.016 -0.096 -0.034
H -0.034 -0.145 -0.062
H 0.016 0.026 0.035
H 0.003 -0.024 0.023
H -0.031 -0.013 0.060
H 0.015 0.075 0.120
H -0.077 0.098 0.004
H 0.133 0.044 -0.044
H -0.004 0.000 -0.011
H 0.002 -0.025 -0.036
H -0.012 0.017 0.043
H -0.084 0.013 0.163
H -0.008 -0.007 -0.004
H -0.013 0.071 0.024
H -0.038 0.080 -0.026